Entry 1:
DFT (ωB97M-V/def2-TZVPD) results for a structure of composition C38H34FN2O4P2Rh.

Computed properties:
Frontier orbital gap (spin up / spin down) ... 0.3305 / 0.1775 Eh
E_tot ... -2771.53163 a.u.
Highest occupied orbital energy (spin up / spin down) ... -0.506 / -0.506 Ha
Energy above the lowest of the compared OMol25 structures with the same formula, charge and spin ... 7.1 kcal per mole

Structure (ORCA input):
```
! wB97M-V def2-TZVPD RIJCOSX def2/J DEFGRID3
* xyz 2 5
Rh 1.16904 0.76776 -2.07343
P 0.91915 0.68668 1.26453
P -1.71830 0.29512 -0.04169
F 6.02493 1.79630 -5.39622
O -1.62087 -4.14093 -0.97989
O -0.91356 0.81165 -1.19407
O 1.73281 0.35629 0.04656
O -1.04781 -3.59867 2.27961
N 1.38242 -1.47511 -2.43622
N 0.02195 -4.62361 0.51369
C -3.26745 -2.05874 0.26310
C -2.92285 2.78316 -0.08391
C -0.15324 4.50632 0.32981
C -2.80146 1.59266 0.62020
C -0.45616 -4.15386 -0.66264
C 2.54842 -3.49294 -2.91566
C -0.92353 4.03820 2.56792
C -3.53439 1.38354 1.78495
C 3.67892 1.81354 -5.47299
C 3.90416 -0.05547 4.62593
C 0.50229 -2.17310 -1.73278
C -4.45154 3.59159 1.57799
C -4.39354 -3.05726 -1.61677
C 4.88378 1.72798 -3.35624
C 2.39836 -2.11644 -3.00820
C 4.05860 0.99283 3.73011
C -4.05841 -3.06385 -0.27020
C 4.86785 1.77624 -4.74856
C -3.92420 -2.05662 -2.44912
C 2.47367 1.79765 -4.79422
C 3.67661 1.71600 -2.68426
C -0.62852 -0.31108 1.34713
C 1.84197 -0.68849 3.56222
C 3.10675 1.20429 2.75337
C 1.64429 -4.22704 -2.16075
C -3.11640 -1.06161 -1.93291
C 2.79904 -0.88960 4.54303
C -3.73873 3.78759 0.40590
C -0.85678 -4.84609 1.62777
C 0.60494 -3.54446 -1.54288
C 0.40868 3.24414 0.25066
C 1.99618 0.36987 2.68075
C -4.34661 2.39325 2.26715
C 2.45886 1.71075 -3.39543
C -0.35265 2.78308 2.50076
C -2.77666 -1.07504 -0.58150
C 0.29526 2.38286 1.33403
C -0.83222 4.89097 1.47699
H -5.02437 -3.83342 -2.01930
H -2.37018 2.91368 -1.00200
H 1.73372 -5.29900 -2.06514
H -0.39259 -5.57091 2.30621
H 0.98895 -1.34625 3.47778
H 1.55594 1.84128 -5.36500
H -2.99541 -2.07426 1.30727
H -0.33213 -1.63722 -1.29544
H 3.37554 -3.97947 -3.40720
H 4.65410 -0.23178 5.38140
H 3.10420 -1.51604 -3.56461
H 3.69125 1.72315 -1.59485
H 4.92305 1.63500 3.78818
H -1.30398 5.85862 1.52229
H -4.90792 2.24535 3.17633
H 0.91581 2.90563 -0.66479
H -1.43896 4.34959 3.46254
H -4.19342 -2.04198 -3.49288
H 3.21078 2.00729 2.03641
H 5.82415 1.72771 -2.82725
H -1.81105 -5.22846 1.24230
H -3.82389 4.72032 -0.12753
H -2.72449 -0.27671 -2.56526
H -0.42709 -1.38271 1.24985
H -0.40031 2.11145 3.34793
H 2.68598 -1.70800 5.23689
H -5.11061 4.36400 1.94187
H -0.07980 5.19053 -0.50154
H -4.40344 -3.86850 0.35744
H -3.48280 0.43994 2.30858
H -1.11335 -0.13106 2.30602
H -1.61045 -3.73798 3.04982
H 1.00323 -4.52373 0.72059
H 3.71646 1.86364 -6.55058
*
```

---

Entry 2:
DFT (ωB97M-V/def2-TZVPD) results for a cluster of 6 separate species, C12H36N2O6 in total.

Computed properties:
Frontier orbital gap ... 0.3396 Eh
E_tot ... -1039.52822 a.u.
Highest occupied orbital energy ... -0.337 Ha
SMILES string ... NC(N)=O.CC(C)O.CC(C)O.CC(C)O.CO.CO
Energy above the lowest of the compared OMol25 structures with the same formula, charge and spin ... 89.5 kcal per mole

Structure (ORCA input):
```
! wB97M-V def2-TZVPD RIJCOSX def2/J DEFGRID3
* xyz 0 1
O 3.30220 1.19394 -2.45214
O 3.97753 1.59255 2.36997
O -2.50720 -0.71284 -2.83855
O 0.12729 -3.84262 3.41656
O 0.42139 2.54873 -1.53274
O -0.46067 0.30589 -0.18918
N -0.77845 1.51438 -3.34189
N 0.74556 2.95928 -3.84410
C 2.57800 0.00562 -2.23893
C 2.08456 0.64738 2.03062
C -2.53462 -2.09965 -1.05193
C -4.51864 -0.90885 -1.91938
C -1.43966 0.83641 0.63438
C 2.79218 1.95511 2.22642
C 0.24428 -1.78306 4.46441
C 0.09202 2.45273 -2.86606
C -0.73942 -2.16560 2.19562
C 2.60712 2.91102 1.05316
C -3.20620 -1.57390 -2.28894
C 0.29130 -2.64958 3.18132
H -5.13073 -1.18678 -2.82344
H -2.64258 -1.44833 -0.16987
H -1.65377 -2.28528 2.79008
H 2.76966 -0.79988 -2.95405
H -0.57624 -1.11402 2.04163
H 2.93290 2.44166 0.08104
H 1.03973 0.81867 1.94168
H 1.45584 3.66311 -3.57052
H 0.06607 0.98402 -0.54786
H -1.88334 -1.15652 -3.41602
H 2.18136 -0.11413 2.85294
H -5.12568 -1.40210 -1.12467
H -0.96404 1.31027 -4.39579
H 2.64554 -0.32575 -1.19270
H 4.11627 0.93006 1.75710
H -2.07270 1.44642 -0.02257
H -0.71792 -2.72840 1.26260
H 1.36635 -2.58585 2.87960
H -2.79438 -3.06159 -0.74343
H -1.01913 1.45752 1.42834
H 1.52243 0.20259 -2.35689
H -3.33542 -2.45035 -2.82714
H -0.81878 -1.79524 4.93772
H 3.12441 3.82180 1.46538
H 0.40118 3.12655 -4.78984
H -2.29234 0.24204 0.94662
H -1.50774 -2.07855 -1.27964
H 3.15860 1.47978 -3.35967
H 0.89759 -4.22619 3.82808
H -1.13088 0.77406 -2.68260
H 2.24623 2.39857 3.05778
H 0.87498 -2.25466 5.19738
H -4.60254 0.17596 -1.78949
H 1.57789 3.15522 0.99155
H 0.53152 -0.71062 4.42599
H 2.28108 0.10899 1.15209
*
```

---

Entry 3:
DFT (ωB97M-V/def2-TZVPD) results for a cluster of 2 separate species, C3H8OS in total.

Computed properties:
Frontier orbital gap (spin up / spin down) ... 0.3085 / 0.3088 Eh
E_tot ... -592.37847 a.u.
Highest occupied orbital energy (spin up / spin down) ... -0.307 / -0.307 Ha
Energy above the lowest of the compared OMol25 structures with the same formula, charge and spin ... 87.6 kcal per mole

Structure (ORCA input):
```
! wB97M-V def2-TZVPD RIJCOSX def2/J DEFGRID3
* xyz 0 1
S 1.21958 -1.40544 -0.37258
O -0.51167 1.06164 -0.53885
C 0.51832 -0.34046 0.77188
C -0.70805 -0.73621 1.55613
C 0.14401 1.33822 -1.69526
H -0.06850 0.53929 -2.40725
H -1.26324 0.32419 1.71555
H -1.33329 -1.41057 0.90512
H 1.28770 1.33261 -1.35854
H 0.22188 -2.45172 -0.42910
H -0.40088 -0.99898 2.67399
H 1.04474 0.41553 1.23025
H -0.15061 2.33191 -2.05134
*
```

---

Entry 4:
DFT (ωB97M-V/def2-TZVPD) results for the molecule C3H9N.

Computed properties:
Frontier orbital gap ... 0.3616 Eh
E_tot ... -174.41937 a.u.
Highest occupied orbital energy ... -0.318 Ha
SMILES string ... CN(C)C
Energy above the lowest of the compared OMol25 structures with the same formula, charge and spin ... 21.1 kcal per mole

Structure (ORCA input):
```
! wB97M-V def2-TZVPD RIJCOSX def2/J DEFGRID3
* xyz 0 1
N -0.01019 0.00622 -0.48383
C 1.01741 -0.94279 -0.00905
C -1.38280 -0.41095 -0.02920
C 0.31133 1.34677 -0.03669
H -1.58898 -1.44019 -0.45220
H 1.24778 -0.89656 1.07019
H 0.32554 1.45166 1.10943
H -2.10542 0.32928 -0.42286
H 1.99945 -0.73885 -0.54343
H -1.51601 -0.41623 1.09172
H 1.28260 1.52244 -0.43284
H -0.36357 2.07014 -0.47506
H 0.78286 -1.88093 -0.38618
*
```

---

Entry 5:
DFT (ωB97M-V/def2-TZVPD) results for a structure of composition C33H59BFN2P2Se2Zr.

Computed properties:
Frontier orbital gap ... 0.2558 Eh
E_tot ... -7059.62120 a.u.
Highest occupied orbital energy ... -0.370 Ha
Energy above the lowest of the compared OMol25 structures with the same formula, charge and spin ... 0.0 kcal per mole

Structure (ORCA input):
```
! wB97M-V def2-TZVPD RIJCOSX def2/J DEFGRID3
* xyz 1 1
Zr 0.80980 0.87975 -0.75922
Se 1.64372 2.10927 -4.13270
Se -1.47916 1.27913 -2.62132
P -2.83431 0.75410 0.88838
P 2.86063 -0.85494 0.34238
F 1.27522 -0.12245 -2.31964
N -1.53265 -1.61917 0.15884
N 0.63300 -2.22432 -0.27523
C -2.11842 3.09784 -2.71959
C -1.43910 -3.02098 0.15346
C 0.38774 0.89770 -4.96234
C 2.13585 3.13610 -0.84317
C -2.84390 -1.02875 0.43914
C 0.76177 3.44453 -0.92209
C 1.29822 3.72347 -5.16133
C -4.89565 2.62543 0.91699
C 3.38860 -0.35761 3.00213
C 1.13855 2.48298 1.11630
C -2.04480 -5.32739 0.30038
C 0.14972 3.04752 0.29068
C 5.09936 -2.10131 -0.91450
C 0.25397 -4.72738 -0.17962
C -4.80336 1.06347 -1.01679
C -2.31030 2.16686 3.22077
C -5.70733 0.25856 1.13805
C 4.10309 -2.62955 2.18149
C -1.06949 1.07295 -4.53855
C -1.22039 -0.03582 2.96366
C -0.72615 -5.69252 0.03813
C -2.41898 -3.98583 0.35532
C 4.28439 0.04236 -1.84188
C -0.11666 -3.39054 -0.11564
C 4.51246 -0.73738 -0.54276
C -2.53598 0.72582 2.74618
C -3.60982 0.06321 3.62006
C 1.69535 -2.10742 2.50124
C 2.05767 -2.26991 -0.53646
C -4.63880 1.16275 0.50989
C 5.50700 0.05299 0.31960
C 2.37229 2.53986 0.40781
C 3.05034 -1.53553 2.06628
B -0.22504 -1.05233 -0.12430
H 3.40945 -0.71220 4.03866
H 5.31640 -2.72495 -0.04913
H 2.28345 -2.19143 -1.59537
H -1.65642 0.21630 -4.85222
H 6.35886 0.35181 -0.30124
H 3.65755 -0.50195 -2.54543
H -1.33883 -1.11358 2.80865
H -5.84266 0.43688 2.20097
H -6.66766 0.47259 0.64966
H -0.43488 0.31101 2.29857
H -3.99151 1.54671 -1.55926
H 0.87449 -1.41643 2.32279
H -4.44810 0.73544 3.81781
H -0.88807 0.12162 3.99702
H 1.67733 4.56095 -4.57901
H 0.22902 3.85532 -5.31839
H -4.00185 -0.86664 3.19777
H 3.33217 2.28715 0.82151
H -2.10500 2.15919 4.29792
H -1.45042 2.62982 2.72041
H 5.11622 -2.26789 2.00781
H 5.06781 0.96644 0.73030
H -0.45916 -6.74263 -0.00800
H -3.16185 -0.18446 4.59153
H 0.75077 -0.09221 -4.71273
H 3.83739 1.01900 -1.66578
H -2.79383 -6.09769 0.45523
H -3.17902 2.80697 3.05975
H 1.74326 -2.30544 3.57843
H -1.50357 1.95966 -4.99187
H 2.87587 3.38745 -1.57650
H 1.81194 3.68618 -6.11662
H 4.44294 -2.65827 -1.58655
H 6.04280 -1.93379 -1.44595
H 4.06349 -3.01705 3.20491
H -2.31083 3.44673 -1.70485
H -0.86299 3.26231 0.56997
H 4.36465 0.08321 2.78472
H -4.86249 0.02533 -1.36049
H -3.48115 -1.12883 -0.43781
H -4.99827 2.73361 2.00046
H -4.09394 3.29764 0.58024
H 0.28219 3.97818 -1.72120
H 1.03247 2.19857 2.14899
H 1.46047 -3.05036 2.00125
H -5.74132 1.55472 -1.30136
H 0.47467 1.02934 -6.03980
H -3.03815 3.09549 -3.29079
H -5.83536 2.97287 0.46665
H -5.49789 -0.80646 0.98548
H 5.89747 -0.53646 1.15218
H 1.27209 -5.02660 -0.40748
H 5.25179 0.21300 -2.32365
H -3.32187 -1.59186 1.24073
H -3.45126 -3.71288 0.54024
H -1.36167 3.72086 -3.19206
H 2.46687 -3.21123 -0.18046
H 2.63094 0.43149 2.93525
H 3.90677 -3.46811 1.50814
*
```

---

Entry 6:
DFT (ωB97M-V/def2-TZVPD) results for a cluster of 2 separate species, Cl2FHSi in total.

Computed properties:
Frontier orbital gap ... 0.3535 Eh
E_tot ... -1310.41219 a.u.
Highest occupied orbital energy ... -0.380 Ha
Energy above the lowest of the compared OMol25 structures with the same formula, charge and spin ... 55.8 kcal per mole

Structure (ORCA input):
```
! wB97M-V def2-TZVPD RIJCOSX def2/J DEFGRID3
* xyz 0 1
Cl -1.95946 -0.26834 0.49716
Cl 1.18889 1.03441 0.55599
Si 1.52790 0.08597 -1.23617
F 0.50226 -1.19601 -1.03364
H -1.25958 0.34397 1.21667
*
```

---

Entry 7:
DFT (ωB97M-V/def2-TZVPD) results for a cluster of 2 separate species, C11H14N2 in total.

Computed properties:
Frontier orbital gap ... 0.3372 Eh
E_tot ... -537.06031 a.u.
Highest occupied orbital energy ... -0.311 Ha
SMILES string ... Cc1c[nH]cn1.Cc1ccccc1
Energy above the lowest of the compared OMol25 structures with the same formula, charge and spin ... 6.1 kcal per mole

Structure (ORCA input):
```
! wB97M-V def2-TZVPD RIJCOSX def2/J DEFGRID3
* xyz 0 1
N 0.01056 -2.19008 -0.95706
N 1.41576 -3.48749 0.12557
C 0.94073 -3.16664 -1.04101
C 1.06349 2.16134 0.50029
C -1.24242 2.33804 1.11132
C 0.68674 1.91697 -0.81310
C -0.63748 2.02648 -1.21934
C 0.73316 -2.70659 1.04361
C 0.88806 -2.95014 2.51002
C -0.11513 -1.88134 0.38353
C 0.09729 2.28413 1.48157
C -1.02086 2.02444 -2.67622
C -1.59688 2.16988 -0.21954
H -0.13380 1.84082 -3.27818
H -0.86882 -1.22018 0.76980
H 1.50189 1.71761 -1.50012
H 1.22087 -3.66198 -1.95514
H -0.52205 -1.65539 -1.62091
H -2.02542 2.32044 1.85791
H 1.85327 -2.56674 2.84962
H -1.41175 3.00475 -2.93482
H 0.05311 -2.56058 3.08835
H 0.34398 2.48197 2.51854
H -2.61969 2.30720 -0.55401
H 2.09225 2.25675 0.83794
H -1.69965 1.22234 -2.96876
H 0.99279 -4.02602 2.66013
*
```

---

Entry 8:
DFT (ωB97M-V/def2-TZVPD) results for a structure of composition C6H7NO2.

Computed properties:
Frontier orbital gap ... 0.3565 Eh
E_tot ... -437.80310 a.u.
Highest occupied orbital energy ... -0.351 Ha
Energy above the lowest of the compared OMol25 structures with the same formula, charge and spin ... 166.1 kcal per mole

Structure (ORCA input):
```
! wB97M-V def2-TZVPD RIJCOSX def2/J DEFGRID3
* xyz 0 1
O -1.58994 -0.98842 1.07330
O -0.48806 -2.28467 -0.54665
N -2.57872 -0.55285 0.23860
C -0.41954 -1.39285 0.20375
C -2.07318 0.28539 -0.57937
C -0.95981 1.10562 -0.28295
C 0.75847 -0.35394 0.49453
C 0.21939 1.12237 0.46082
C 1.92857 -0.43253 -0.21452
H 1.91111 -0.93280 -1.30952
H -2.67375 1.03443 -1.45245
H -1.38233 2.12772 -0.39461
H 1.29360 -0.53093 1.57084
H 2.82548 -1.12148 0.21823
H 2.47466 0.81957 -0.33973
H 0.75405 2.09538 0.85971
*
```

---

Repeat the seventh record exactly.
DFT (ωB97M-V/def2-TZVPD) results for a cluster of 2 separate species, C11H14N2 in total.

Computed properties:
Frontier orbital gap ... 0.3372 Eh
E_tot ... -537.06031 a.u.
Highest occupied orbital energy ... -0.311 Ha
SMILES string ... Cc1c[nH]cn1.Cc1ccccc1
Energy above the lowest of the compared OMol25 structures with the same formula, charge and spin ... 6.1 kcal per mole

Structure (ORCA input):
```
! wB97M-V def2-TZVPD RIJCOSX def2/J DEFGRID3
* xyz 0 1
N 0.01056 -2.19008 -0.95706
N 1.41576 -3.48749 0.12557
C 0.94073 -3.16664 -1.04101
C 1.06349 2.16134 0.50029
C -1.24242 2.33804 1.11132
C 0.68674 1.91697 -0.81310
C -0.63748 2.02648 -1.21934
C 0.73316 -2.70659 1.04361
C 0.88806 -2.95014 2.51002
C -0.11513 -1.88134 0.38353
C 0.09729 2.28413 1.48157
C -1.02086 2.02444 -2.67622
C -1.59688 2.16988 -0.21954
H -0.13380 1.84082 -3.27818
H -0.86882 -1.22018 0.76980
H 1.50189 1.71761 -1.50012
H 1.22087 -3.66198 -1.95514
H -0.52205 -1.65539 -1.62091
H -2.02542 2.32044 1.85791
H 1.85327 -2.56674 2.84962
H -1.41175 3.00475 -2.93482
H 0.05311 -2.56058 3.08835
H 0.34398 2.48197 2.51854
H -2.61969 2.30720 -0.55401
H 2.09225 2.25675 0.83794
H -1.69965 1.22234 -2.96876
H 0.99279 -4.02602 2.66013
*
```